No. 1
17
Properties=species:S:1:pos:R:3:forces:R:3:lowdin_spin:R:1 method="wB97M-V/def2-TZVPD" max_force_ev_per_a=2.32 charge=+1 relative_energy_kj_mol=159.0 multiplicity=2 s_squared=0.75
C -1.6398 -1.1869 -1.0018 0.68 -0.58 -0.29 0.0836
C -2.2894 -0.2074 -0.0465 1.52 -1.46 0.96 0.0929
O -3.1646 0.5690 -0.4455 -0.76 0.58 -0.58 0.7810
N -1.8668 -0.2427 1.2046 -0.63 0.54 -0.86 0.0250
H -1.4688 -2.0885 -0.4189 -0.05 -0.09 0.22 0.0106
H -0.6544 -0.7960 -1.2690 -0.11 0.30 0.09 0.0040
H -2.2245 0.4349 1.8512 -0.05 0.22 0.45 0.0009
H -1.0843 -0.8155 1.4748 0.08 -0.14 -0.07 0.0022
H -2.1071 -1.5250 -1.9192 -0.71 0.63 0.04 -0.0004
C 2.5907 1.0572 0.5255 -0.31 0.40 0.47 0.0001
C 1.5181 0.4091 -0.3522 0.56 -0.35 -0.94 0.0001
H 2.3623 2.1118 0.6809 0.09 0.01 0.01 0.0000
H 2.6382 0.6033 1.5153 -0.05 -0.02 -0.01 0.0000
H 3.5961 1.0085 0.1158 -0.09 -0.13 -0.21 0.0000
H 0.6934 1.0602 -0.6455 -0.14 0.17 0.49 0.0000
H 1.1499 -0.5357 0.0520 -0.10 0.05 0.18 0.0001
H 1.9508 0.1437 -1.3215 0.04 -0.11 0.05 0.0000



No. 2
18
Properties=species:S:1:pos:R:3:forces:R:3:lowdin_spin:R:1 method="wB97M-V/def2-TZVPD" max_force_ev_per_a=3.13 charge=-1 relative_energy_kj_mol=229.6 multiplicity=2 s_squared=0.76
C 2.4022 -0.4173 1.0473 0.34 -0.43 0.28 0.0355
C 1.3766 0.2709 0.2249 -0.36 -1.44 -0.24 0.1713
C 1.0988 -0.0705 -1.0688 -2.13 2.29 0.06 0.0543
N -0.0004 0.5000 -1.6879 0.38 -1.24 -1.75 0.2083
C -1.2093 0.7205 -1.1838 0.74 0.11 0.84 0.3383
H 2.0096 -1.3224 1.5221 -0.30 0.04 0.53 0.0124
H 2.7756 0.2604 1.8149 0.27 -0.19 0.23 0.0025
H 3.2452 -0.8591 0.5049 0.14 0.56 -0.37 0.0021
H 0.5013 0.6488 0.7475 0.41 0.42 0.17 0.0177
H 1.7326 -0.5914 -1.7680 0.62 -0.11 0.06 0.0052
H -1.4411 0.3685 -0.1692 -0.30 0.24 -0.03 0.0354
H -1.9679 1.2031 -1.7980 0.09 -0.07 0.14 0.0460
H -1.6129 -1.6550 -2.5001 0.29 0.69 0.09 0.0035
H -2.4483 -1.4471 -1.2231 0.34 0.63 -0.08 0.0092
O -2.0528 -2.1111 -1.7872 -0.53 -1.50 -0.04 0.0251
H -1.7588 0.7831 2.6711 -0.47 0.07 -0.10 0.0021
H -1.5375 2.2778 2.2271 -0.32 -0.23 -0.14 0.0080
O -1.1128 1.4409 2.4263 0.79 0.16 0.35 0.0229